Below is a molecular structure, C21H21HgN4O3P, with properties calculated with ωB97M-V/def2-TZVPD.

```
51
Properties=species:S:1:pos:R:3
Hg 0.135 -0.772 -1.138
O 3.409 -2.129 1.234
C 2.441 -1.926 0.488
N 1.987 -0.785 -0.017
C 2.493 0.502 0.204
C 3.592 0.774 1.022
C 4.019 2.075 1.250
C 3.344 3.136 0.671
C 2.244 2.907 -0.146
C 1.791 1.610 -0.413
N 0.694 1.318 -1.212
C -0.162 2.193 -1.790
O -0.102 3.442 -1.752
C -1.303 1.526 -2.480
C -2.293 2.323 -3.059
C -3.418 1.764 -3.626
C -3.540 0.340 -3.609
C -2.536 -0.398 -3.044
N -1.424 0.130 -2.495
C 1.625 -3.144 0.069
C 1.997 -4.383 0.580
C 1.275 -5.515 0.262
C 0.180 -5.381 -0.587
C -0.124 -4.125 -1.066
N 0.566 -3.028 -0.758
H 4.099 -0.058 1.483
H 4.882 2.252 1.883
H 3.675 4.154 0.846
H 1.713 3.731 -0.596
H -2.139 3.393 -3.028
H -4.192 2.381 -4.064
H -4.407 -0.156 -4.027
H -2.598 -1.483 -3.025
H 2.858 -4.409 1.232
H 1.543 -6.483 0.663
H -0.422 -6.234 -0.868
H -0.967 -3.974 -1.730
C -1.855 2.236 1.211
P -1.444 0.624 1.920
C -2.725 0.294 3.175
C 0.078 0.843 2.870
O -1.410 -0.480 0.921
H -2.038 2.983 1.983
H -2.741 2.107 0.588
H -1.030 2.565 0.575
H -2.785 1.102 3.904
H -2.473 -0.640 3.677
H -3.685 0.175 2.672
H -0.056 1.561 3.679
H 0.862 1.190 2.198
H 0.366 -0.130 3.271
```

## Properties
Kohn-Sham gap (alpha / beta): 4.040 / 6.452 eV
⟨S²⟩: 0.765
Energy: -47686.9951 eV
ΔE to the lowest compared entry with this formula, charge and spin: 0.000 eV
HOMO level (alpha / beta): -1.42 / -3.83 eV
Net charge: -1
Multiplicity: 2
Largest force on an atom: 2.23 eV/Å

Charges per atom according to natural (NBO) partitioning, unit e:
1 Hg 1.55
2 O -0.70
3 C 0.59
4 N -0.78
5 C 0.17
6 C -0.27
7 C -0.27
8 C -0.23
9 C -0.28
10 C 0.13
11 N -0.83
12 C 0.60
13 O -0.73
14 C -0.03
15 C -0.18
16 C -0.31
17 C -0.35
18 C 0.03
19 N -0.68
20 C 0.15
21 C -0.23
22 C -0.16
23 C -0.27
24 C 0.06
25 N -0.51
26 H 0.24
27 H 0.19
28 H 0.19
29 H 0.25
30 H 0.23
31 H 0.19
32 H 0.19
33 H 0.17
34 H 0.25
35 H 0.21
36 H 0.22
37 H 0.20
38 C -1.02
39 P 1.95
40 C -1.00
41 C -1.02
42 O -1.15
43 H 0.23
44 H 0.26
45 H 0.29
46 H 0.23
47 H 0.24
48 H 0.24
49 H 0.23
50 H 0.28
51 H 0.25